Molecular formula: C21H33B2BrCl2O8
Method: DFT, the ωB97M-V functional and the def2-TZVPD basis

Each atom is followed by the atoms it is bonded to, with distances in Å.
Positions of all 67 atoms, in Å:
1 C 2.304 2.340 2.858  C2 1.639, H26 1.192, H27 1.179, H28 1.182
2 C 1.594 0.862 2.825  C1 1.639, B3 1.678, H29 1.194, H30 1.171
3 B 0.260 0.787 1.810  C2 1.678, O4 1.477, C5 1.671
4 O 0.087 1.644 0.620  B3 1.477, H31 1.018
5 C -0.889 -0.335 2.272  B3 1.671, C6 1.509, C24 1.651
6 C -0.499 -1.793 2.251  C5 1.509, C7 1.639, C12 1.673
7 C 0.966 -2.376 1.804  C6 1.639, Cl8 1.890, C9 1.490
8 Cl 2.202 -2.804 3.168  C7 1.890
9 C 1.440 -2.611 0.411  C7 1.490, C10 1.640, Cl11 1.890
10 C 0.494 -2.239 -0.876  C9 1.640, H32 1.182, H33 1.194, H34 1.178
11 Cl 3.153 -3.346 0.102  C9 1.890
12 C -1.673 -2.864 2.772  C6 1.673, O13 1.340, C14 1.673
13 O -1.379 -3.945 3.508  C12 1.340
14 C -3.223 -2.448 2.303  C12 1.673, C15 1.638, C19 1.518
15 C -4.213 -3.690 1.898  C14 1.638, B16 1.672, H35 1.194, H36 1.180
16 B -5.447 -3.948 2.996  C15 1.672, O17 1.504, O18 1.479
17 O -5.036 -3.898 4.442  B16 1.504, H37 1.021
18 O -6.853 -4.211 2.617  B16 1.479, H38 1.018
19 C -3.617 -0.982 2.277  C14 1.518, C20 1.638, C24 1.672
20 C -5.103 -0.504 1.780  C19 1.638, Br21 1.998, C22 1.664, H39 1.182
21 Br -5.428 1.467 1.820  C20 1.998
22 C -5.496 -1.012 0.245  C20 1.664, C23 1.649, H40 1.194, H41 1.181
23 C -6.563 -0.015 -0.520  C22 1.649, H42 1.179, H43 1.194, H44 1.184
24 C -2.407 0.050 2.793  C5 1.651, C19 1.672, O25 1.335
25 O -2.599 1.092 3.605  C24 1.335
26 H 3.473 2.151 2.723  C1 1.192
27 H 1.972 3.037 1.967  C1 1.179
28 H 2.158 2.835 3.921  C1 1.182
29 H 1.279 0.454 3.902  C2 1.194
30 H 2.361 0.086 2.400  C2 1.171
31 H 0.737 1.293 -0.081  O4 1.018
32 H -0.532 -1.735 -0.576  C10 1.182
33 H 1.133 -1.504 -1.566  C10 1.194
34 H 0.314 -3.201 -1.531  C10 1.178
35 H -3.572 -4.697 1.930  C15 1.194
36 H -4.601 -3.608 0.787  C15 1.180
37 H -4.029 -4.065 4.441  O17 1.021
38 H -7.455 -3.594 3.159  O18 1.018
39 H -5.884 -1.000 2.515  C20 1.182
40 H -6.070 -2.049 0.383  C22 1.194
41 H -4.549 -1.119 -0.452  C22 1.181
42 H -6.047 0.923 -1.013  C23 1.179
43 H -6.995 -0.650 -1.434  C23 1.194
44 H -7.511 0.261 0.133  C23 1.184
45 C 1.842 3.605 -3.972  O46 1.422, H54 1.090, H55 1.094, H56 1.093
46 O 2.484 2.338 -3.883  C45 1.422, C47 1.422
47 C 3.439 2.080 -4.905  O46 1.422, C48 1.540, H57 1.098, H58 1.097
48 C 4.893 1.947 -4.415  C47 1.540, O49 1.424, H59 1.097, H60 1.084
49 O 5.486 3.007 -3.673  C48 1.424, C50 1.424
50 C 4.850 3.421 -2.468  O49 1.424, C51 1.538, H61 1.083, H62 1.097
51 C 4.648 2.407 -1.329  C50 1.538, O52 1.424, H63 1.098, H64 1.105
52 O 3.894 1.249 -1.674  C51 1.424, C53 1.418
53 C 4.625 0.034 -1.666  O52 1.418, H65 1.097, H66 1.096, H67 1.091
54 H 0.795 3.455 -4.235  C45 1.090
55 H 1.861 4.079 -2.986  C45 1.094
56 H 2.311 4.275 -4.696  C45 1.093
57 H 3.378 2.819 -5.714  C47 1.098
58 H 3.162 1.114 -5.343  C47 1.097
59 H 5.515 1.836 -5.312  C48 1.097
60 H 5.047 1.018 -3.878  C48 1.084
61 H 3.923 3.923 -2.715  C50 1.083
62 H 5.483 4.222 -2.066  C50 1.097
63 H 4.076 2.919 -0.543  C51 1.098
64 H 5.623 2.140 -0.881  C51 1.105
65 H 5.708 0.175 -1.562  C53 1.097
66 H 4.438 -0.496 -2.607  C53 1.096
67 H 4.259 -0.610 -0.865  C53 1.091

## Properties
total energy = -135122.13093 eV
gap between HOMO and LUMO = 0.2764 Eh
HOMO energy = -9.344 eV